[1]
Formula: C3H8O2
Source: the Open Molecules 2025 dataset
Level of theory: wB97M-V/def2-TZVPD

Cartesian coordinates (Å):
O -1.350 2.398 -0.317
C -1.172 1.615 0.626
C -2.097 0.475 0.565
C -2.345 -0.031 2.020
H -0.329 1.755 1.182
H -1.696 -0.343 0.069
H -3.157 0.526 0.242
H -1.455 -0.651 2.595
H -3.214 -0.708 2.243
H -2.589 0.943 2.543
H 5.322 -3.731 -3.265
H 5.358 -2.476 -2.511
O 5.780 -3.357 -2.479

Output
SMILES ... CCC=O.O
Spin multiplicity ... 1
ΔE to the lowest compared entry with this formula, charge and spin ... 224.7 kJ/mol
LUMO energy ... 0.857 eV

Mulliken atomic charge list, values in e, 8 entries: -0.480 -0.119 -0.158 -1.051 0.478 0.265 0.212 0.235



[2]
Formula: C3H8O2P
Source: the Open Molecules 2025 dataset
Level of theory: wB97M-V/def2-TZVPD

Cartesian coordinates (Å):
C -0.237 -0.011 3.024
C 0.455 1.163 -1.919
C -0.502 -0.955 2.190
O -1.313 -0.679 -0.976
O -0.220 -1.339 -3.141
P -0.804 -0.279 -2.296
H -0.077 1.049 2.772
H -1.925 0.380 -3.135
H 0.225 -0.267 3.940
H -0.232 1.998 -1.654
H 1.042 0.732 -1.009
H 1.175 1.478 -2.690
H -0.825 -0.862 1.201
H -0.335 -1.849 2.700

Output
Spin multiplicity ... 1
Net charge ... -1
ΔE to the lowest compared entry with this formula, charge and spin ... 170.9 kJ/mol
LUMO energy ... 3.894 eV

Mulliken atomic charge list, values in e, 8 entries: -0.545 -0.823 -0.455 -0.628 -0.708 0.458 0.254 -0.016



[3]
Formula: C3H8O2S
Source: the Open Molecules 2025 dataset
Level of theory: wB97M-V/def2-TZVPD

Cartesian coordinates (Å):
C 0.103 -0.086 -0.410
O -0.312 1.032 -1.187
C -0.344 -0.026 1.018
C -0.297 -1.417 1.567
S -0.996 -1.392 3.222
H -0.329 -1.001 -0.967
H 1.186 -0.053 -0.436
H -1.390 0.205 0.939
H 0.148 0.778 1.639
H 0.660 -1.928 1.610
H -0.812 -2.102 1.008
H 0.448 1.267 -1.969
H 0.670 2.647 -3.160
O 1.264 2.076 -2.875

Output
Spin multiplicity ... 1
Net charge ... -2
ΔE to the lowest compared entry with this formula, charge and spin ... 95.8 kJ/mol
LUMO energy ... 6.056 eV

Mulliken atomic charge list, values in e, 8 entries: -0.407 -0.603 -0.281 -0.818 -0.825 0.105 0.265 0.188



[4]
Formula: C3H8O2Tm
Source: the Open Molecules 2025 dataset
Level of theory: wB97M-V/def2-TZVPD

Cartesian coordinates (Å):
C -1.352 0.664 -0.715
C -0.799 -0.395 0.199
O 0.369 0.162 0.867
C 1.151 -0.763 1.580
Tm 0.736 2.118 -0.572
H 0.463 0.417 -2.750
H -2.309 1.028 -0.312
H -0.468 -1.302 -0.337
H -1.482 -0.715 1.007
H 1.921 -0.197 2.117
H 0.519 -1.329 2.285
H 1.648 -1.480 0.904
O 1.188 1.144 -2.484
H -1.584 0.649 -1.789

Output
Spin multiplicity ... 4
LUMO energy (alpha / beta) ... 0.127 / -0.575 eV
⟨S²⟩ ... 3.75

Mulliken atomic charge list, values in e, 8 entries: -1.567 0.215 0.086 -0.697 0.528 0.285 0.241 0.337



[5]
Formula: C3H8O3
Source: the Open Molecules 2025 dataset
Level of theory: wB97M-V/def2-TZVPD

Cartesian coordinates (Å):
C -1.302 0.502 0.516
C 0.197 0.610 -0.118
C 1.048 -0.583 -0.241
H -1.729 -1.123 -0.331
H -1.187 -0.037 1.571
H -1.601 1.489 0.730
H 0.085 1.204 -1.014
H 1.182 1.353 1.465
H 2.069 -0.155 -0.579
H 0.992 -1.069 0.674
H 0.935 -2.106 -1.724
O -2.119 -0.075 -0.357
O 1.138 1.462 0.536
O 0.290 -1.471 -1.127

Output
SMILES ... OCC(O)CO
Spin multiplicity ... 1
ΔE to the lowest compared entry with this formula, charge and spin ... 321.3 kJ/mol
LUMO energy ... 0.621 eV

Mulliken atomic charge list, values in e, 8 entries: -0.659 0.180 -0.331 0.379 0.237 0.364 0.236 0.307



[6]
Formula: C3H8O3
Source: the Open Molecules 2025 dataset
Level of theory: wB97M-V/def2-TZVPD

Cartesian coordinates (Å):
C -1.757 0.216 -0.274
O -1.298 -0.291 0.982
C -0.705 -0.043 -1.323
H -2.724 -0.204 -0.548
H -1.946 1.296 -0.192
H -2.050 -0.626 1.485
H -0.232 -1.006 -1.146
H -1.113 -0.013 -2.330
H 0.115 0.679 -1.273
O 2.556 0.612 -0.504
C 2.192 0.153 0.532
O 3.085 -0.406 1.398
H 1.164 0.066 0.905
H 2.713 -0.433 2.288

Output
SMILES ... O=CO.CCO
Spin multiplicity ... 1
ΔE to the lowest compared entry with this formula, charge and spin ... 101.5 kJ/mol
LUMO energy ... 0.576 eV

Mulliken atomic charge list, values in e, 8 entries: -0.179 -0.517 -1.012 0.362 0.215 0.286 0.298 0.349



[7]
Formula: C3H8O3
Source: the Open Molecules 2025 dataset
Level of theory: wB97M-V/def2-TZVPD

Cartesian coordinates (Å):
C 0.724 -0.198 0.159
C 0.007 -1.039 -0.592
C -0.702 -2.252 -0.086
O -0.911 2.821 -0.399
O 0.432 3.134 0.067
O 0.858 -0.329 1.510
H 0.820 3.299 -0.813
H 1.288 0.475 1.853
H 1.245 0.658 -0.249
H -0.069 -0.849 -1.659
H -1.027 1.993 0.107
H -0.555 -2.412 0.987
H -1.776 -2.164 -0.274
H -0.332 -3.138 -0.612

Output
SMILES ... C/C=C\O.OO
Spin multiplicity ... 1
ΔE to the lowest compared entry with this formula, charge and spin ... 414.9 kJ/mol
LUMO energy ... 0.645 eV

Mulliken atomic charge list, values in e, 8 entries: -0.345 -0.085 -0.943 -0.351 -0.354 -0.530 0.345 0.348



[8]
Formula: C3H8O3S
Source: the Open Molecules 2025 dataset
Level of theory: wB97M-V/def2-TZVPD

Cartesian coordinates (Å):
O 2.980 0.049 -0.384
C 1.776 0.209 -0.141
O 1.249 0.372 1.172
C 0.639 0.047 -1.083
C -0.389 -0.997 -0.578
S -2.079 -0.379 -1.015
H 1.904 0.084 1.810
H 0.019 1.004 -1.067
H 0.974 -0.127 -2.069
H -0.260 -1.124 0.482
H -0.346 -1.974 -1.163
H -2.456 0.274 0.073
H -0.378 0.707 2.296
H -1.522 1.710 2.698
O -1.333 0.823 2.211

Output
SMILES ... O=C(O)CCS.O
Spin multiplicity ... 1
ΔE to the lowest compared entry with this formula, charge and spin ... 75.6 kJ/mol
LUMO energy ... 0.375 eV

Mulliken atomic charge list, values in e, 8 entries: -0.556 0.338 -0.429 -0.361 -0.537 -0.251 0.304 0.280



[9]
Formula: C3H8O3S
Source: the Open Molecules 2025 dataset
Level of theory: wB97M-V/def2-TZVPD

Cartesian coordinates (Å):
O 2.786 0.404 -0.989
C 1.846 -0.118 -0.481
O 1.850 -0.599 0.778
C 0.487 -0.332 -1.097
C -0.493 0.754 -0.665
S -2.223 0.413 -1.154
H 2.695 -0.392 1.203
H 0.068 -1.272 -0.743
H 0.532 -0.392 -2.179
H -0.467 0.829 0.426
H -0.285 1.772 -0.980
H -1.988 0.174 -2.462
H -1.928 -0.649 2.114
H -1.371 -0.532 3.514
O -1.510 -0.059 2.715

Output
SMILES ... O=C(O)CCS.O
Spin multiplicity ... 1
ΔE to the lowest compared entry with this formula, charge and spin ... 17.4 kJ/mol
LUMO energy ... 0.586 eV

Mulliken atomic charge list, values in e, 8 entries: -0.534 0.416 -0.425 -0.372 -0.670 -0.214 0.329 0.288



[10]
Formula: C3H8O3S2
Source: the Open Molecules 2025 dataset
Level of theory: wB97M-V/def2-TZVPD

Cartesian coordinates (Å):
C 0.473 0.309 1.506
C 1.536 0.899 2.040
C -0.796 -1.859 -1.576
O 0.394 -1.052 1.117
O 1.590 2.221 2.369
O -1.308 -2.307 -0.452
S -1.141 1.846 -2.407
S -0.060 -0.349 -1.937
H -0.421 0.894 1.552
H 2.339 0.291 2.436
H -0.950 -2.353 -2.480
H 0.781 -1.556 1.869
H 0.941 2.797 1.974
H -1.203 -1.680 0.316
H -1.099 1.728 -3.700
H 0.091 0.184 -0.718

Output
Spin multiplicity ... 1
ΔE to the lowest compared entry with this formula, charge and spin ... 484.5 kJ/mol
LUMO energy (alpha / beta) ... 0.198 / 0.199 eV

Mulliken atomic charge list, values in e, 8 entries: -0.391 0.170 -0.034 -0.534 -0.487 -0.464 -0.493 -0.012



[11]
Formula: C3H8O4PS
Source: the Open Molecules 2025 dataset
Level of theory: wB97M-V/def2-TZVPD

Cartesian coordinates (Å):
C -1.277 1.777 -0.135
C -0.257 0.776 0.182
C 1.417 -1.768 1.372
O 3.207 0.116 0.166
O -2.140 -1.046 0.346
O -1.164 -0.518 -1.761
O 1.559 -1.197 -1.239
P 2.039 -0.819 0.133
S -0.814 -0.914 -0.208
H -2.176 1.279 0.129
H -1.218 2.803 0.310
H -1.217 1.903 -1.189
H 0.046 0.931 1.237
H 0.718 0.939 -0.446
H 0.404 -2.175 1.233
H 1.392 -1.145 2.293
H -0.518 -0.940 -2.423

Output
Spin multiplicity ... 1
Net charge ... -1
ΔE to the lowest compared entry with this formula, charge and spin ... 349.7 kJ/mol
LUMO energy ... 3.553 eV

Mulliken atomic charge list, values in e, 8 entries: -1.334 -0.335 -0.944 -0.704 -0.698 -0.561 -0.657 0.739



[12]
Formula: C3H8O5
Source: the Open Molecules 2025 dataset
Level of theory: wB97M-V/def2-TZVPD

Cartesian coordinates (Å):
C 1.528 0.973 -0.249
C 1.014 -0.444 0.075
C -1.457 -0.250 -0.014
O 1.086 -1.346 -0.994
O 1.431 -0.776 1.269
O -2.139 0.840 0.583
O -1.869 -0.413 -1.309
O -1.605 -1.365 0.830
H 1.145 1.745 0.385
H 1.268 1.368 -1.259
H 2.576 1.033 -0.058
H 2.034 -1.264 -1.460
H 1.570 -1.794 1.393
H -2.365 1.407 -0.155
H -1.306 -1.136 -1.557
H -2.546 -1.261 1.200

Output
Spin multiplicity ... 3
LUMO energy (alpha / beta) ... 0.662 / -0.363 eV
⟨S²⟩ ... 2.01

Mulliken atomic charge list, values in e, 8 entries: -1.427 0.629 0.430 -0.512 -0.444 -0.495 -0.461 -0.467



[13]
Formula: C3H8OS
Source: the Open Molecules 2025 dataset
Level of theory: wB97M-V/def2-TZVPD

Cartesian coordinates (Å):
C 1.284 -0.408 -0.807
S 1.969 1.035 0.212
H 0.355 -0.188 -1.321
H 1.039 -1.110 -0.020
H 2.009 -0.658 -1.576
H 2.894 0.312 0.910
C -2.473 -0.818 -0.960
C -2.271 -0.545 0.342
O -1.037 -0.399 0.922
H -3.367 -1.355 -1.240
H -1.721 -0.437 -1.644
H -3.148 -0.297 0.950
H -1.169 0.380 1.501

Output
SMILES ... C=CO.CS
Spin multiplicity ... 1
ΔE to the lowest compared entry with this formula, charge and spin ... 176.4 kJ/mol
LUMO energy ... 0.774 eV

Mulliken atomic charge list, values in e, 8 entries: -0.394 -0.237 -0.098 0.232 0.345 0.122 -0.686 0.039



[14]
Formula: C3H8OS2
Source: the Open Molecules 2025 dataset
Level of theory: wB97M-V/def2-TZVPD

Cartesian coordinates (Å):
C 1.875 1.576 -4.045
S 0.756 2.231 -5.280
S -0.755 0.842 -5.315
H 1.393 0.975 -3.281
H 2.356 2.374 -3.481
H 2.687 0.990 -4.481
H -0.093 -0.178 -5.889
C -1.036 -2.128 4.683
C -1.662 -0.984 4.454
O -1.190 0.288 4.601
H -1.564 -3.044 4.462
H -0.014 -2.202 5.022
H -2.518 -0.987 3.797
H -0.235 0.247 4.752

Output
SMILES ... C=CO.CSS
Spin multiplicity ... 1
ΔE to the lowest compared entry with this formula, charge and spin ... 110.3 kJ/mol
LUMO energy ... 0.609 eV

Mulliken atomic charge list, values in e, 8 entries: -0.796 -0.040 -0.211 0.305 0.287 0.299 0.156 -0.703



[15]
Formula: C3H8OS2
Source: the Open Molecules 2025 dataset
Level of theory: wB97M-V/def2-TZVPD

Cartesian coordinates (Å):
S -1.475 0.688 -0.685
S 1.168 -0.833 -1.232
C 0.000 0.000 0.000
C -1.466 -0.499 -2.045
C 0.034 -0.545 -2.543
H -0.349 -0.798 0.683
H 0.589 0.721 0.598
H -2.211 -0.092 -2.755
H -1.870 -1.446 -1.639
H 0.481 0.330 -3.053
H 0.088 -1.404 -3.239
O -0.955 -3.304 0.664
H -0.076 -3.602 0.992
H -1.461 -3.082 1.478

Output
SMILES ... C1CSCS1.O
Spin multiplicity ... 1
ΔE to the lowest compared entry with this formula, charge and spin ... 45.5 kJ/mol
LUMO energy ... 0.597 eV

Mulliken atomic charge list, values in e, 8 entries: -0.154 -0.152 -0.430 -0.532 -0.508 0.173 0.389 0.332



[16]
Formula: C3H8OSi
Source: the Open Molecules 2025 dataset
Level of theory: wB97M-V/def2-TZVPD

Cartesian coordinates (Å):
C -0.606 1.860 0.313
C -1.264 -1.353 -0.508
C 1.783 -0.487 0.518
O -0.284 1.518 -1.103
Si -0.193 0.063 -0.158
H 0.049 2.692 0.566
H -1.583 2.301 0.334
H -1.918 -1.249 -1.513
H -0.610 -2.259 -0.709
H -1.932 -1.608 0.373
H 2.330 -0.496 -0.406
H 2.121 0.429 1.117
H 2.107 -1.411 1.176

Output
SMILES ... C[Si]1(C)CO1
Spin multiplicity ... 1
ΔE to the lowest compared entry with this formula, charge and spin ... 173.2 kJ/mol
LUMO energy ... 0.725 eV

Mulliken atomic charge list, values in e, 8 entries: -0.547 -0.927 -1.015 -0.427 0.700 0.206 0.242 0.294



[17]
Formula: C3H8P2
Source: the Open Molecules 2025 dataset
Level of theory: wB97M-V/def2-TZVPD

Cartesian coordinates (Å):
C 1.414 1.472 0.791
C 0.608 1.654 -0.394
C -1.563 -1.629 -0.544
P -0.169 0.397 0.929
P 0.280 -1.318 -0.343
H 2.171 0.820 0.795
H 1.462 2.142 1.620
H 0.075 2.560 -0.633
H 1.147 1.152 -1.252
H -2.100 -0.848 -1.127
H -2.182 -1.651 0.444
H -1.575 -2.572 -1.023
H 0.430 -2.179 0.736

Output
SMILES ... C[PH]#P1CC1
Spin multiplicity ... 1
ΔE to the lowest compared entry with this formula, charge and spin ... 32.7 kJ/mol
LUMO energy ... 1.075 eV

Mulliken atomic charge list, values in e, 8 entries: -0.563 -0.614 -0.959 0.035 -0.072 0.299 0.298 0.315



[18]
Formula: C3H8S
Source: the Open Molecules 2025 dataset
Level of theory: wB97M-V/def2-TZVPD

Cartesian coordinates (Å):
C -0.727 1.353 1.166
S -2.024 0.316 1.885
H 0.262 0.919 1.140
H -0.598 2.299 1.718
H -1.097 1.727 0.218
H -1.272 -0.822 1.932
C 1.442 -0.617 -1.557
C 0.251 -1.081 -1.100
H 1.490 -0.352 -2.603
H 2.260 -0.592 -0.860
H -0.333 -1.635 -1.832
H 0.344 -1.516 -0.107

Output
SMILES ... C=C.CS
Spin multiplicity ... 1
ΔE to the lowest compared entry with this formula, charge and spin ... 176.8 kJ/mol
LUMO energy ... 0.992 eV

Mulliken atomic charge list, values in e, 8 entries: -0.733 -0.180 0.229 0.317 0.272 0.092 -0.417 -0.597



no.,energy (hartree)
1,-269.509292
2,-610.990287
3,-667.678772
4,-1354.660175
5,-344.725997
6,-344.809720
7,-344.690337
8,-743.003954
9,-743.026134
10,-1141.040918
11,-1159.630492
12,-495.133373
13,-592.450847
14,-990.668594
15,-990.693260
16,-483.776656
17,-801.738886
18,-517.213247